# 1
Below is 7 unconnected molecules or ions with the total composition C52H50F6INO4 in a non-equilibrium geometry, with properties calculated with the ωB97M-V functional and the def2-TZVPD basis.

Last column: Löwdin charge in e.
Geometry (Å):
H 0.201990 -2.086036 0.366711  0.033
N 0.462447 -1.265037 0.913431  0.116
C 0.899417 -0.362143 0.146520  -0.248
C 1.006964 -0.532103 -1.340951  -0.096
C -0.149330 0.051712 -2.099560  -0.090
C -0.356039 -0.130466 -3.397517  -0.120
C 0.525968 -0.975044 -4.243925  -0.108
C -0.182880 -2.294759 -4.544436  -0.130
C -0.644518 -3.058878 -3.340144  -0.176
O 0.471352 -3.634329 -2.627325  -0.033
C 0.231384 -4.904273 -2.194227  -0.524
C -0.771908 -5.094446 -1.097931  0.023
O 0.845287 -5.832895 -2.658899  0.133
C -1.542617 0.548429 -4.023822  -0.306
O -1.480514 1.084987 -5.112611  0.126
C -2.765479 0.557968 -3.167252  0.078
C -2.557397 0.705945 -1.866014  -0.138
C -3.616552 0.717497 -0.807492  -0.131
C -4.894508 -0.087985 -1.050386  -0.300
C -4.722801 -1.555591 -1.462726  -0.562
I -6.141858 -1.983972 -3.062696  0.790
C -1.150564 0.891562 -1.407927  -0.291
O -0.866636 1.704138 -0.556311  0.139
H 1.236263 0.557544 0.600616  0.103
H 1.143265 -1.578037 -1.585318  0.106
H 1.902016 -0.012743 -1.678007  0.132
H 0.656304 -0.470630 -5.196928  0.125
H 1.507808 -1.117938 -3.819415  0.118
H 0.428860 -2.950475 -5.149412  0.130
H -1.068397 -2.069904 -5.108183  0.119
H -1.252740 -2.473131 -2.655658  0.118
H -1.277603 -3.868686 -3.695080  0.134
H -1.772084 -4.797210 -1.392554  0.084
H -0.784295 -6.144080 -0.857376  0.087
H -0.496761 -4.561213 -0.198305  0.083
H -3.733845 0.437682 -3.616914  0.120
H -3.160243 0.336688 0.100335  0.127
H -3.900384 1.744102 -0.619321  0.101
H -5.556499 0.396225 -1.750394  0.053
H -5.420810 -0.089033 -0.104508  0.108
H -5.015988 -2.244894 -0.692419  0.030
H -3.751128 -1.790976 -1.858178  0.014
F -4.183124 3.655797 -1.859788  0.046
C -3.307804 4.647308 -1.577678  -0.279
C -2.674164 4.652587 -0.352448  -0.020
C -1.772820 5.667946 -0.071910  -0.077
C -1.525907 6.661020 -1.009563  -0.096
C -2.177908 6.636651 -2.234526  -0.084
C -3.074182 5.619717 -2.527536  -0.016
H -2.882988 3.872000 0.366762  0.115
H -1.261710 5.682320 0.880756  0.106
H -0.824215 7.452990 -0.785450  0.100
H -1.988702 7.410923 -2.965323  0.104
H -3.586697 5.576376 -3.479252  0.118
F -4.304741 -2.599263 -7.023785  0.050
C -5.209716 -3.537531 -7.354933  -0.296
C -4.779246 -4.727499 -7.904293  -0.017
C -5.724039 -5.684941 -8.243127  -0.084
C -7.074431 -5.435279 -8.039672  -0.098
C -7.481499 -4.227012 -7.490337  -0.081
C -6.540936 -3.271052 -7.137527  -0.030
H -3.722316 -4.896816 -8.063187  0.117
H -5.404683 -6.626332 -8.668585  0.104
H -7.808506 -6.182091 -8.310074  0.100
H -8.532976 -4.027740 -7.335238  0.105
H -6.834946 -2.325324 -6.701565  0.108
F 4.227464 -0.787243 0.898233  0.048
C 4.581022 -0.016983 1.946920  -0.289
C 5.036389 -0.622354 3.100271  -0.010
C 5.402516 0.174166 4.175197  -0.077
C 5.300232 1.555847 4.085106  -0.093
C 4.835653 2.143565 2.916967  -0.085
C 4.475872 1.354325 1.834259  -0.025
H 5.101046 -1.700965 3.150618  0.118
H 5.766994 -0.281713 5.082715  0.089
H 5.583391 2.173205 4.927375  0.101
H 4.751892 3.219639 2.846840  0.103
H 4.118504 1.792647 0.911639  0.114
F -8.326828 -0.516582 -1.116640  -0.010
C -9.482094 -0.145987 -1.701366  -0.304
C -9.498236 0.985731 -2.491226  -0.018
C -10.688085 1.361853 -3.096524  -0.082
C -11.839358 0.611938 -2.899129  -0.098
C -11.800445 -0.520780 -2.097934  -0.084
C -10.612967 -0.909594 -1.495682  -0.016
H -8.590922 1.559421 -2.626592  0.117
H -10.715759 2.242524 -3.723479  0.105
H -12.766070 0.910573 -3.370096  0.100
H -12.697157 -1.104355 -1.940355  0.104
H -10.558892 -1.793196 -0.873996  0.118
F 7.531751 -0.148544 6.561780  0.044
C 8.815594 -0.214421 6.148172  -0.284
C 9.425217 0.929931 5.678761  -0.026
C 10.745210 0.861217 5.260583  -0.079
C 11.429766 -0.345530 5.307362  -0.095
C 10.794277 -1.486436 5.778706  -0.085
C 9.476918 -1.424230 6.208307  -0.019
H 8.872137 1.858174 5.644848  0.114
H 11.239179 1.752119 4.898118  0.108
H 12.458339 -0.396335 4.976590  0.100
H 11.324883 -2.428179 5.812278  0.104
H 8.965255 -2.299190 6.586676  0.117
F 10.036174 3.381703 7.442234  0.049
C 9.496271 3.188148 8.662409  -0.289
C 8.526925 4.060132 9.113884  -0.018
C 7.971696 3.850750 10.367567  -0.084
C 8.395679 2.785413 11.149700  -0.097
C 9.374568 1.922992 10.675721  -0.081
C 9.929435 2.119342 9.419892  -0.017
H 8.215853 4.887851 8.490566  0.117
H 7.206362 4.521150 10.733902  0.104
H 7.962378 2.627497 12.127991  0.100
H 9.708002 1.094062 11.284886  0.105
H 10.687279 1.454373 9.026737  0.119

Cartesian forces (eV/Å) of the 6 atoms listed first:
-0.047 -0.128 -0.031
-0.102 -0.031 0.345
0.013 -0.621 0.070
0.404 0.897 0.048
-0.217 -0.116 0.173
0.358 0.043 -0.152

The value obtained for the total energy is -88818.7773 eV. The calculation puts the highest occupied orbital energy at -0.3359 Ha. As for the SMILES: [H]/N=C\CC1=C(CCCOC(C)=O)C(=O)C=C(CCCI)C1=O.Fc1ccccc1.Fc1ccccc1.Fc1ccccc1.Fc1ccccc1.Fc1ccccc1.Fc1ccccc1. The calculation puts the lowest unoccupied orbital energy at -0.70 eV.

=====

# 2
Below is a molecular structure, C52H50IN4O6P2W in a non-equilibrium geometry, with properties calculated with the ωB97M-V functional and the def2-TZVPD basis.

Last column: Löwdin charge in e.
Geometry (Å):
W 0.718889 -1.220332 0.116604  1.498
N 3.444191 -0.832939 0.902457  0.024
C 4.307327 -1.398785 -0.148905  -0.113
C 3.400923 -2.017721 -1.241100  -0.611
O 3.802765 -2.804258 -2.058071  0.098
O 2.191852 -1.515754 -1.188893  -0.337
H 3.718031 0.127970 1.107013  0.049
H 3.577834 -1.360505 1.761104  0.071
H 4.990995 -2.162851 0.227550  0.127
H 4.909294 -0.625748 -0.638901  0.125
C 0.112608 1.465031 -3.092509  -0.253
N -0.043210 2.554033 -2.161150  -0.208
C 1.024201 2.680711 -1.217879  -0.295
P 0.907579 1.565022 0.302048  1.102
C -0.464360 2.340491 1.240571  -0.333
C -1.338483 3.264897 0.673851  -0.067
C -2.377553 3.797900 1.420479  -0.062
C -2.559698 3.424113 2.740308  -0.073
C -1.708204 2.486010 3.305221  -0.071
C -0.678218 1.939188 2.560541  -0.124
C 2.419540 2.256289 1.083672  -0.351
C 2.437383 2.842858 2.342765  -0.063
C 3.624869 3.311262 2.879231  -0.060
C 4.805706 3.217312 2.160777  -0.064
C 4.800098 2.637202 0.900419  -0.069
C 3.619309 2.149198 0.371445  -0.148
C -0.653077 3.745610 -2.636859  -0.256
C -0.046576 4.996910 -2.528750  -0.029
C -0.721849 6.143024 -2.910015  -0.072
C -2.004192 6.064764 -3.423396  -0.085
C -2.598785 4.822743 -3.572552  -0.069
C -1.933934 3.675508 -3.184824  -0.032
P -0.122196 -0.286868 -2.402223  1.119
C 0.378322 -1.045560 -4.002783  -0.335
C 1.717195 -1.369171 -4.200493  -0.084
C 2.163316 -1.838105 -5.422983  -0.056
C 1.277542 -1.969855 -6.478687  -0.067
C -0.053270 -1.626474 -6.300628  -0.067
C -0.501817 -1.162113 -5.075924  -0.093
C -1.945983 -0.435860 -2.401411  -0.350
C -2.586287 -1.593244 -2.843837  -0.122
C -3.967200 -1.678277 -2.818216  -0.062
C -4.723327 -0.628851 -2.324607  -0.060
C -4.091247 0.496891 -1.824655  -0.063
C -2.710126 0.590769 -1.853102  -0.109
H 1.133925 1.461300 -3.517655  0.107
H -0.584415 1.590271 -3.924456  0.106
H 1.045737 3.687669 -0.792705  0.095
H 1.999219 2.488057 -1.692158  0.095
H -1.241222 3.576154 -0.352322  0.081
H -3.048056 4.508875 0.960742  0.112
H -3.370141 3.838398 3.320033  0.110
H -1.859508 2.168091 4.326050  0.106
H -0.048578 1.172656 2.988144  0.062
H 1.521149 2.936691 2.904134  0.094
H 3.623782 3.754008 3.863486  0.111
H 5.727216 3.589437 2.578895  0.110
H 5.717664 2.559474 0.335697  0.113
H 3.625460 1.682164 -0.608586  0.103
H 0.962036 5.100888 -2.157335  0.107
H -0.234268 7.101529 -2.809185  0.109
H -2.531719 6.960396 -3.708328  0.105
H -3.593638 4.742224 -3.984608  0.109
H -2.420944 2.718670 -3.292455  0.094
H 2.421242 -1.268110 -3.393304  0.074
H 3.202731 -2.101411 -5.541276  0.113
H 1.622852 -2.331340 -7.435086  0.108
H -0.751688 -1.714658 -7.120203  0.109
H -1.543359 -0.901321 -4.955015  0.100
H -2.005884 -2.423288 -3.220110  0.114
H -4.457594 -2.566061 -3.187586  0.115
H -5.800754 -0.696913 -2.320279  0.114
H -4.677311 1.306123 -1.417665  0.117
H -2.219784 1.453151 -1.424772  0.092
O -0.450459 -2.465702 -0.829334  -0.337
C -1.598757 -3.000793 -0.415646  -0.065
C -2.570446 -2.252741 0.261529  -0.117
C -3.871216 -2.755526 0.468842  0.082
C -4.850432 -1.948276 1.009682  -0.146
C -4.583357 -0.637399 1.410238  0.049
C -3.307774 -0.129716 1.247791  0.030
C -2.300170 -0.897424 0.673990  -0.255
O -1.079037 -0.386070 0.478703  -0.357
N -6.191526 -2.465203 1.124165  -0.363
O -6.387557 -3.603795 0.758048  0.087
O -7.045600 -1.727923 1.565624  0.093
H -1.807106 -4.018606 -0.737565  0.153
H -4.120376 -3.756923 0.155088  0.136
H -5.375129 -0.036376 1.828614  0.130
H -3.078268 0.879087 1.549747  0.108
I 1.475358 -6.979022 -1.418627  0.919
C 1.757515 -5.536398 0.086948  -0.680
C 2.282229 -5.908701 1.322936  -0.089
C 2.491458 -4.868323 2.227847  -0.036
C 2.111811 -3.589332 1.919135  -0.103
N 1.517143 -3.209484 0.732610  -0.038
C 1.434733 -4.232711 -0.190262  -0.190
H 2.529473 -6.929045 1.555432  0.106
H 2.956900 -5.062427 3.181863  0.118
H 2.229630 -2.807904 2.653828  0.066
H 1.087492 -3.965207 -1.184306  0.099
C 0.334101 -0.060312 5.612649  -0.045
C 1.167049 -1.112085 4.873099  -0.618
C 0.727108 -2.521472 5.294311  -0.034
C 2.656900 -0.901706 5.182772  -0.037
C 0.965267 -0.997036 3.429342  -0.130
C 0.842653 -0.963435 2.218488  -0.175
H 0.446964 -0.191758 6.685968  0.090
H -0.718326 -0.162672 5.359484  0.087
H 0.662709 0.944671 5.354071  0.082
H 0.906491 -2.672548 6.356666  0.091
H 1.276419 -3.280717 4.742333  0.066
H -0.332212 -2.659847 5.090317  0.093
H 2.809971 -0.891950 6.258961  0.089
H 3.001631 0.049929 4.779472  0.082
H 3.262411 -1.702681 4.760356  0.079

Cartesian forces (eV/Å) of the 6 atoms listed first:
1.815 3.174 0.687
0.409 -0.211 0.178
-0.606 -0.090 -0.139
0.344 0.314 0.654
0.032 -0.057 -0.132
0.255 -0.635 -0.954

The calculation puts the energy above the lowest of the compared OMol25 structures with the same formula, charge and spin at 59.1 kcal/mol. The value obtained for the total energy is -101475.6428 eV. The calculation puts the highest occupied orbital energy (spin up / spin down) at -0.3519 / -0.3167 Ha. The calculation puts the lowest unoccupied orbital energy (spin up / spin down) at -3.67 / -4.28 eV. As for the total charge: +1.